Record 1
{
  "formula": "C28H53N4O6",
  "method": "ωB97M-V/def2-TZVPD",
  "de_lowest_kcal_mol": 0.0,
  "gap_ev": 9.38,
  "total_charge": 1,
  "homo_energy_ev": -11.03,
  "species": ["C", "C", "C", "C", "N", "C", "N", "C", "C", "C", "C", "N", "C", "C", "C", "C", "C", "O", "O", "C", "C", "N", "H", "H", "H", "H", "H", "H", "H", "H", "H", "H", "H", "H", "H", "H", "H", "H", "H", "H", "H", "H", "H", "H", "H", "H", "H", "H", "H", "H", "H", "C", "C", "O", "C", "H", "H", "H", "H", "H", "H", "C", "C", "O", "C", "H", "H", "H", "H", "H", "H", "C", "C", "O", "C", "H", "H", "H", "H", "H", "H", "C", "C", "O", "C", "H", "H", "H", "H", "H", "H"],
  "coordinates": [[1.28996, 6.16867, -2.14107], [1.79925, 4.97861, -2.95356], [3.32746, 5.05770, -3.18086], [3.77365, 4.59424, -4.57352], [4.29089, 3.18940, -4.60086], [3.30415, 2.28659, -4.24587], [2.29517, 1.86963, -4.98080], [1.50010, 0.97416, -4.24585], [0.26469, 0.35252, -4.80470], [-0.17968, -0.91745, -4.10513], [-1.36730, -0.91358, -3.16262], [0.46559, -1.97562, -4.37674], [2.08655, 0.88389, -3.03733], [1.75244, 0.14130, -1.78373], [2.05776, 0.99149, -0.53778], [2.84966, 0.21666, 0.50616], [4.27542, 0.07770, 0.01111], [4.82398, 0.93597, -0.63759], [4.88112, -1.08997, 0.33011], [5.15882, -1.94051, -0.82036], [4.79515, -3.38183, -0.44484], [3.22113, 1.69500, -3.05960], [1.73086, 6.18695, -1.14470], [0.20901, 6.13450, -2.02245], [1.54249, 7.10507, -2.63871], [1.53855, 4.08071, -2.38986], [1.25566, 4.95882, -3.89903], [3.62701, 6.08548, -2.98886], [3.78638, 4.43604, -2.40892], [4.58398, 5.23227, -4.91131], [2.93402, 4.63708, -5.26136], [5.05897, 3.12060, -3.94367], [2.15001, 2.16201, -5.93490], [0.47198, 0.06149, -5.83626], [-0.54525, 1.08436, -4.83343], [-2.16106, -1.56624, -3.51145], [-1.71398, 0.10532, -3.00762], [-1.00016, -1.24611, -2.19476], [0.05368, -2.75855, -3.86684], [0.69742, -0.07990, -1.75432], [2.35012, -0.77150, -1.77971], [1.13720, 1.34433, -0.08060], [2.63559, 1.88257, -0.77106], [2.41662, -0.76854, 0.66331], [2.87847, 0.78153, 1.43780], [4.56220, -1.59968, -1.66311], [6.21953, -1.86801, -1.04125], [4.51010, -3.40066, 0.60151], [3.97828, -3.74464, -1.06441], [5.63414, -4.05170, -0.61262], [3.86802, 1.85050, -2.29467], [-1.96527, 0.17597, 2.21415], [-1.38475, -0.69403, 1.13088], [-1.13859, -0.24713, 0.02635], [-1.13181, -2.13158, 1.48488], [-2.10340, 1.18740, 1.83683], [-2.92791, -0.22410, 2.53406], [-1.29177, 0.20107, 3.07192], [-2.06058, -2.60959, 1.77161], [-0.43093, -2.19519, 2.31672], [-0.71210, -2.64914, 0.62165], [-2.18446, -5.31215, 4.93615], [-2.80330, -3.94755, 4.76491], [-2.52093, -3.24603, 3.81351], [-3.77365, -3.50654, 5.82291], [-1.50399, -5.51222, 4.11106], [-1.63069, -5.35381, 5.87500], [-2.96361, -6.07529, 4.94898], [-3.28343, -3.47372, 6.79476], [-4.61476, -4.19964, 5.87057], [-4.14505, -2.51276, 5.57991], [-2.45663, -3.87307, 10.79556], [-3.69612, -3.47447, 10.03527], [-3.72860, -3.48660, 8.82408], [-4.89456, -3.06049, 10.84978], [-1.67165, -4.14773, 10.09477], [-2.11127, -3.04029, 11.40970], [-2.67260, -4.72552, 11.44100], [-4.64614, -2.19518, 11.46591], [-5.20726, -3.88062, 11.49753], [-5.71427, -2.80012, 10.18449], [-4.75162, 2.12967, -4.00208], [-3.43016, 2.26962, -4.70964], [-2.37970, 2.12794, -4.11880], [-3.47143, 2.59239, -6.18136], [-4.58060, 1.89790, -2.95339], [-5.31439, 3.06128, -4.07456], [-5.33412, 1.32623, -4.45534], [-3.98278, 3.54243, -6.34078], [-4.00336, 1.80774, -6.72110], [-2.45758, 2.66621, -6.56916]],
  "atomic_forces_ev_per_a": [[0.009, -0.008, -0.064], [-0.017, 0.313, 0.428], [-0.912, -0.308, 0.051], [0.413, -0.024, 0.456], [-0.730, 0.233, -0.029], [1.331, 0.331, 0.721], [-0.570, -0.150, -0.477], [-0.089, 0.181, 0.069], [-0.076, 0.180, -0.406], [-0.175, -0.652, 0.007], [0.781, 0.774, 0.037], [0.067, 0.171, 0.016], [0.088, -0.265, 0.665], [0.320, 0.726, -0.084], [-0.113, 0.094, 0.509], [0.264, 0.172, -0.322], [0.200, -0.208, 0.199], [-0.008, -0.103, -0.355], [-0.608, 0.202, -0.206], [0.314, -0.505, 0.461], [0.078, 0.311, -0.373], [-0.338, -0.020, -0.643], [0.061, 0.010, 0.033], [-0.063, -0.025, 0.015], [-0.006, 0.063, 0.009], [-0.031, -0.234, -0.244], [0.053, -0.113, -0.107], [0.242, 0.051, -0.174], [0.358, 0.135, 0.004], [-0.005, -0.062, -0.355], [0.102, 0.193, -0.237], [0.116, -0.126, -0.109], [-0.045, -0.101, 0.002], [0.071, -0.008, -0.057], [0.025, 0.032, 0.132], [-0.084, -0.012, -0.063], [-0.354, -0.065, -0.054], [-0.252, -0.258, 0.142], [0.105, -0.088, -0.051], [-0.160, -0.429, -0.136], [-0.203, -0.237, 0.090], [-0.205, -0.062, -0.111], [-0.111, 0.077, 0.000], [0.047, -0.020, 0.265], [-0.034, -0.154, 0.184], [0.136, 0.140, -0.139], [0.003, 0.233, -0.185], [-0.033, -0.177, 0.079], [-0.173, -0.029, 0.134], [0.076, -0.025, 0.133], [0.033, -0.252, 0.175], [-0.005, 0.224, -0.223], [0.026, 0.001, 0.008], [0.128, 0.015, 0.040], [0.275, 0.128, -0.667], [0.004, -0.011, -0.007], [0.073, -0.086, 0.141], [-0.092, -0.114, 0.082], [0.001, -0.048, 0.230], [-0.176, -0.064, 0.159], [0.020, 0.051, 0.008], [0.137, 0.065, -0.225], [-0.100, 0.058, -0.044], [-0.071, -0.134, 0.259], [0.124, 0.268, -0.352], [-0.008, 0.005, 0.001], [-0.114, -0.070, 0.072], [0.005, -0.013, 0.145], [-0.123, -0.169, -0.069], [0.063, -0.072, 0.161], [-0.020, -0.013, -0.013], [0.074, -0.028, -0.232], [-0.008, -0.003, -0.015], [0.001, 0.004, 0.314], [-0.090, 0.025, -0.226], [-0.007, 0.002, -0.003], [-0.055, -0.057, 0.117], [-0.008, 0.081, 0.114], [0.014, -0.080, 0.116], [0.060, 0.059, 0.113], [0.008, -0.003, -0.005], [0.165, -0.047, 0.193], [-0.036, 0.017, 0.052], [-0.017, 0.068, -0.097], [0.252, -0.026, 0.054], [0.008, 0.002, -0.005], [-0.085, -0.053, -0.104], [-0.083, 0.094, -0.074], [-0.118, -0.063, -0.043], [-0.119, 0.081, -0.010], [-0.004, 0.004, 0.001]],
  "mulliken_charge": [-1.640, 0.175, -0.381, -0.968, -0.346, -0.210, 0.027, -0.543, -0.404, 0.452, -1.288, -0.748, 0.491, 1.332, -0.960, -0.657, 0.448, -0.647, -0.376, 0.163, -1.181, 0.280, 0.360, 0.392, 0.420, -0.031, 0.284, 0.545, 0.196, 0.366, 0.400, 0.418, 0.297, 0.487, 0.088, 0.485, 0.284, 0.238, 0.301, -0.717, 0.061, 0.468, 0.296, 0.240, 0.438, 0.004, 0.399, 0.300, 0.323, 0.336, 0.348, -1.279, 0.889, -0.498, -1.147, 0.332, 0.358, 0.336, 0.421, 0.308, 0.287, -1.104, 0.733, -0.480, -0.902, 0.286, 0.314, 0.336, 0.256, 0.314, 0.281, -1.050, 0.743, -0.517, -1.084, 0.269, 0.320, 0.324, 0.322, 0.329, 0.282, -1.184, 0.852, -0.483, -1.210, 0.268, 0.385, 0.351, 0.382, 0.352, 0.265]
}


Record 2
{
  "formula": "C6H12N3",
  "method": "ωB97M-V/def2-TZVPD",
  "de_lowest_kcal_mol": 140.6,
  "gap_ev": 8.99,
  "total_charge": 1,
  "homo_energy_ev": -15.49,
  "smiles": "CC1(C)CCN=[N+]=NC1",
  "species": ["C", "C", "C", "C", "C", "C", "N", "N", "N", "H", "H", "H", "H", "H", "H", "H", "H", "H", "H", "H", "H"],
  "coordinates": [[-0.76321, -0.98745, 0.17634], [0.24964, -2.03341, 0.75153], [0.31542, 1.30391, 0.76951], [-0.12739, 0.36608, -0.30341], [-1.21358, 1.11397, -0.96621], [1.05638, 0.19452, -1.28643], [0.56223, -1.54381, 2.07861], [1.18436, 0.67883, 1.80978], [0.96324, -0.41580, 2.09017], [-1.17040, -1.45053, -0.76551], [-1.65458, -0.84916, 0.79718], [-0.27828, -2.98993, 0.90772], [1.15063, -2.12361, 0.10687], [0.81779, 2.30867, 0.57601], [-0.56616, 1.62568, 1.29535], [-0.88481, 2.18411, -0.80908], [-2.19273, 1.08410, -0.44517], [-1.42300, 1.03308, -2.00033], [1.04440, -0.92822, -1.72379], [2.00617, 0.49475, -0.97863], [0.92387, 0.93424, -2.08050]],
  "atomic_forces_ev_per_a": [[0.811, -0.830, -1.407], [-1.023, -0.499, -1.726], [-0.694, 2.626, 1.989], [1.090, -1.477, -0.738], [-1.350, 3.321, 1.189], [-1.882, -2.640, -1.988], [0.684, 2.456, 2.372], [1.839, 0.383, 0.103], [-1.267, -2.902, -0.890], [0.430, 0.358, 0.750], [0.413, 0.049, 0.295], [0.673, 0.338, -0.147], [-0.569, -0.111, 0.477], [-0.309, -1.731, -0.561], [-0.621, 0.138, 0.579], [-0.716, -0.565, -0.749], [0.550, -0.282, -0.058], [0.292, -0.712, -1.094], [0.314, 2.832, 0.662], [1.699, -0.245, 1.333], [-0.364, -0.505, -0.390]],
  "mulliken_charge": [-1.240, -0.266, -0.969, 1.818, -1.915, -1.492, -0.604, -0.571, 1.307, 0.449, 0.385, 0.334, 0.360, 0.422, 0.615, 0.435, 0.406, 0.438, 0.313, 0.340, 0.433]
}


Record 3
{
  "formula": "C5H8O",
  "method": "ωB97M-V/def2-TZVPD",
  "de_lowest_kcal_mol": 86.4,
  "gap_ev": 8.58,
  "total_charge": 0,
  "homo_energy_ev": -8.55,
  "species": ["C", "C", "C", "C", "C", "O", "H", "H", "H", "H", "H", "H", "H", "H"],
  "coordinates": [[1.09451, 0.26800, -0.67589], [0.36326, 0.74530, 0.57509], [-1.08134, 0.36768, 0.26028], [-0.87293, -0.97955, -0.45721], [0.52802, -1.08392, -0.97054], [0.79969, -0.06100, 1.66874], [0.77618, 0.82908, -1.57612], [2.18695, 0.34136, -0.63697], [0.51010, 1.79727, 0.83752], [-1.68107, 0.29897, 1.16972], [-1.54564, 1.11099, -0.39832], [-1.08061, -1.84109, 0.19020], [-1.50368, -1.15278, -1.33996], [1.50658, -0.64029, 1.35345]],
  "atomic_forces_ev_per_a": [[0.120, -0.152, 0.096], [-0.169, 0.226, -0.141], [-0.022, 0.073, 0.015], [0.048, -0.098, -0.071], [-0.214, 0.151, -0.210], [0.334, -0.160, 0.098], [-0.007, -0.014, 0.093], [-0.128, -0.088, -0.014], [-0.031, -0.066, -0.088], [0.060, -0.037, -0.091], [0.101, -0.053, 0.070], [0.103, 0.025, -0.145], [-0.069, -0.004, 0.083], [-0.126, 0.197, 0.304]],
  "mulliken_charge": [-0.701, 0.079, -0.690, -0.322, -0.542, -0.536, 0.355, 0.358, 0.341, 0.333, 0.310, 0.271, 0.394, 0.351]
}